1.
Below is C36H47Cl5NO4PSr as an isolated structure in a non-equilibrium geometry, with properties calculated with wB97M-V/def2-TZVPD.

Geometry (Å):
Sr: -0.2443 -0.2670 -0.7973
C: -3.5182 -0.7277 -0.1203
C: -3.6563 0.1636 -1.3409
O: -2.4467 0.8854 -1.5786
C: -2.4516 1.5607 -2.8239
C: -1.0500 2.0268 -3.1838
O: -0.0791 0.9813 -3.1599
C: -0.1446 0.0902 -4.2726
C: 0.5774 -1.1923 -3.9148
O: 0.0668 -1.8261 -2.7544
C: -1.2855 -2.2871 -2.8388
C: -2.1706 -2.8429 -0.3485
O: -2.2940 -1.4351 -0.0845
H: -4.3604 -1.4240 -0.1019
H: -3.5436 -0.1215 0.7869
H: -4.4791 0.8663 -1.1693
H: -3.8896 -0.4438 -2.2207
H: -3.0975 2.4448 -2.7780
H: -2.8540 0.8925 -3.5960
H: -0.7056 2.7828 -2.4784
H: -1.1034 2.4711 -4.1837
H: 0.3339 0.5496 -5.1431
H: -1.1850 -0.1296 -4.5282
H: 1.6230 -0.9776 -3.6845
H: 0.5466 -1.8918 -4.7569
H: -1.4113 -2.7631 -3.8142
H: -1.9654 -1.4304 -2.7771
H: -1.4355 -3.1754 0.3822
H: -3.1291 -3.3127 -0.1305
C: 3.2929 -0.8414 -0.5238
C: 3.2181 -1.5452 0.8360
C: 4.4323 -1.1908 1.6876
P: 1.5598 -1.1288 1.5810
C: 1.1759 -2.4827 2.7967
C: -0.0327 -2.0442 3.6267
C: 2.2849 -3.0600 3.6731
C: 1.7758 0.4156 2.4974
C: 2.4456 0.4673 3.7238
C: 2.5703 1.6246 4.4712
C: 3.3091 1.6448 5.7834
C: 1.9882 2.7784 3.9430
C: 1.3266 2.7705 2.7361
C: 1.1932 1.5938 1.9535
N: 0.5565 1.5857 0.7509
C: -0.0343 2.7850 0.3148
C: 0.6771 3.6299 -0.5591
C: 2.0981 3.2867 -0.9097
C: 0.0629 4.7624 -1.0776
C: -1.2560 5.0837 -0.7691
C: -1.9154 6.2971 -1.3715
C: -1.9411 4.2534 0.1067
C: -1.3501 3.1236 0.6659
C: -2.0968 2.2933 1.6720
H: 4.2659 -1.0008 -0.9936
H: 3.1493 0.2380 -0.4029
H: 2.5326 -1.2388 -1.2056
H: 3.1913 -2.6273 0.6647
H: 4.4677 -0.1152 1.8664
H: 5.3511 -1.4836 1.1736
H: 4.4155 -1.6883 2.6561
H: 0.8529 -3.2876 2.1268
H: 0.2486 -1.2618 4.3329
H: -0.4358 -2.8880 4.1897
H: -0.8257 -1.6473 2.9867
H: 2.6270 -2.3538 4.4291
H: 3.1427 -3.3828 3.0831
H: 1.9002 -3.9368 4.1993
H: 2.8898 -0.4391 4.1144
H: 3.5942 0.6367 6.0855
H: 2.6970 2.0710 6.5808
H: 4.2219 2.2417 5.7196
H: 2.0566 3.7099 4.4958
H: 0.8929 3.6927 2.3678
H: 2.1483 2.3189 -1.4165
H: 2.7063 3.2005 -0.0076
H: 2.5359 4.0437 -1.5601
H: 0.6272 5.4111 -1.7411
H: -1.2410 7.1538 -1.3663
H: -2.8149 6.5703 -0.8209
H: -2.2033 6.1157 -2.4100
H: -2.9626 4.5000 0.3812
H: -3.1753 2.3640 1.5230
H: -1.8753 2.6363 2.6858
H: -1.7817 1.2493 1.6277
Cl: -4.3286 -3.1053 -2.5444
C: -2.8866 -4.0851 -2.3862
C: -1.7050 -3.3634 -1.7723
C: -0.6181 -4.3841 -1.5635
Cl: 0.7788 -3.7931 -0.6802
C: -0.6270 -5.6534 -2.0722
Cl: 0.7537 -6.6654 -1.8247
C: -1.7199 -6.1772 -2.7790
Cl: -1.7003 -7.7826 -3.4303
C: -2.8590 -5.3586 -2.8765
Cl: -4.2759 -6.0040 -3.6330

Summary:
- HOMO-LUMO gap: 5.9 eV
- HOMO level: -5.9 eV


2.
Below is C36H47GeN3RuS2Si as an isolated structure, with properties calculated with wB97M-V/def2-TZVPD.

Geometry (Å):
Ru: 0.4691 0.4562 0.4479
C: -1.4786 -5.7383 3.5090
Si: -1.1841 -4.5720 2.0661
C: -0.0360 -5.4012 0.8449
C: -2.8368 -4.1833 1.2744
C: -0.4101 -2.9991 2.7629
C: -0.1726 -2.8446 4.1234
C: 0.3407 -1.6602 4.6455
C: 0.6148 -0.6320 3.7664
N: 0.4072 -0.7484 2.4570
C: -0.1010 -1.8900 1.9536
S: -0.3396 -1.8163 0.2185
H: -1.9290 -6.6667 3.1506
H: -2.1590 -5.3084 4.2478
H: -0.5483 -6.0022 4.0168
H: -0.5060 -6.2991 0.4358
H: 0.8990 -5.6980 1.3249
H: 0.2054 -4.7323 0.0186
H: -3.3115 -5.1033 0.9236
H: -2.7243 -3.5109 0.4224
H: -3.5129 -3.7133 1.9936
H: -0.4026 -3.6589 4.8017
H: 0.5172 -1.5342 5.7044
H: 1.0122 0.3165 4.1069
C: -0.1692 1.7142 -0.3937
Ge: -2.1601 1.3238 -0.0415
C: -2.5277 0.8222 1.8118
C: -2.3413 1.8046 2.7851
C: -2.5130 1.5186 4.1322
C: -2.8870 0.2414 4.5245
C: -3.0805 -0.7445 3.5664
C: -2.8954 -0.4587 2.2223
C: -2.9279 3.1128 -0.2465
C: -2.1547 4.2192 -0.5868
C: -2.7321 5.4767 -0.7144
C: -4.0926 5.6408 -0.5044
C: -4.8753 4.5448 -0.1641
C: -4.2940 3.2932 -0.0359
C: -2.8319 0.0971 -1.3890
C: -2.2304 0.1097 -2.6478
C: -2.6456 -0.7582 -3.6461
C: -3.6733 -1.6583 -3.3979
C: -4.2863 -1.6757 -2.1540
C: -3.8693 -0.8020 -1.1592
H: -2.0614 2.8093 2.4850
H: -2.3576 2.2905 4.8757
H: -3.0215 0.0130 5.5745
H: -3.3596 -1.7464 3.8700
H: -2.9934 -1.2551 1.4945
H: -1.0897 4.0935 -0.7437
H: -2.1190 6.3301 -0.9766
H: -4.5434 6.6201 -0.6033
H: -5.9378 4.6678 0.0036
H: -4.9160 2.4468 0.2385
H: -1.4126 0.7957 -2.8424
H: -2.1671 -0.7374 -4.6175
H: -3.9947 -2.3431 -4.1723
H: -5.0890 -2.3746 -1.9544
H: -4.3678 -0.8284 -0.1971
C: 3.4508 -1.2498 -5.3309
C: 4.1148 -1.3541 -3.9618
C: 3.1460 -1.6969 -2.8321
C: 2.0308 -0.6787 -2.6281
N: 2.5282 0.6810 -2.4117
C: 2.8146 1.1999 -1.2164
S: 2.8655 0.2307 0.2187
N: 3.1541 2.4914 -1.1701
C: 3.4036 3.2550 0.0500
C: 4.8287 3.1528 0.5833
C: 5.9099 3.8195 -0.2692
C: 6.2713 3.0753 -1.5531
H: 4.1876 -1.0873 -6.1182
H: 2.7383 -0.4231 -5.3808
H: 2.9042 -2.1646 -5.5702
H: 4.6269 -0.4161 -3.7265
H: 4.8925 -2.1201 -3.9972
H: 3.6933 -1.8035 -1.8941
H: 2.6709 -2.6621 -3.0322
H: 1.4102 -0.9495 -1.7739
H: 1.3775 -0.6324 -3.5007
H: 2.4632 1.3198 -3.1889
H: 3.0378 3.0237 -2.0178
H: 2.6899 2.9229 0.8057
H: 3.1662 4.2940 -0.1889
H: 5.0695 2.0995 0.7392
H: 4.8220 3.6179 1.5730
H: 6.8122 3.9054 0.3410
H: 5.6104 4.8461 -0.5061
H: 6.5180 2.0329 -1.3400
H: 7.1370 3.5320 -2.0349
H: 5.4590 3.0750 -2.2793

Summary:
- HOMO-LUMO gap: 6.9 eV
- HOMO level: -6.6 eV


3.
Below is C36H47GeN4OPS2Zr as an isolated structure in a non-equilibrium geometry, with properties calculated with wB97M-V/def2-TZVPD.

Geometry (Å):
Zr: -1.1144 -0.3925 0.8898
C: -2.0203 -1.1018 3.6354
C: -2.9487 -0.4315 2.8295
C: -2.9041 0.9703 2.7177
C: -1.9438 1.6873 3.4292
C: -1.0415 1.0178 4.2499
C: -1.0833 -0.3665 4.3597
H: -2.1349 -2.1658 3.8255
H: -3.8273 -0.9677 2.4768
H: -3.7196 1.4918 2.2227
H: -1.9509 2.7687 3.4162
H: -0.3536 1.5834 4.8642
H: -0.4639 -0.8759 5.0847
O: 0.9980 -0.6999 -0.4556
C: 0.7683 -0.7053 -1.8789
C: -0.3839 0.2180 -2.1984
C: -0.7069 0.5650 -3.5072
C: -1.7716 1.4250 -3.7318
C: -2.4298 1.9736 -2.6352
C: -2.0362 1.5991 -1.3637
N: -1.0584 0.7001 -1.1448
H: 1.6075 -1.4396 -0.2920
H: 0.5364 -1.7213 -2.2305
H: 1.6672 -0.3521 -2.4056
H: -0.1405 0.1570 -4.3286
H: -2.0797 1.6797 -4.7356
H: -3.2429 2.6693 -2.7629
H: -2.5057 2.0262 -0.4764
C: 6.8566 2.3216 0.7167
C: 6.2196 1.3406 -0.2423
C: 4.7728 1.6891 -0.7056
C: 3.7760 1.3983 0.3987
Ge: 1.8398 2.1318 -0.0199
C: 1.6677 4.1462 0.6193
C: 2.6872 5.1807 0.1719
C: 4.0198 5.2085 0.9017
C: 4.8704 6.4068 0.5004
H: 7.9118 2.0571 0.8259
H: 6.4241 2.2930 1.7148
H: 6.8363 3.3389 0.3318
H: 6.2227 0.3402 0.1915
H: 6.8179 1.3149 -1.1570
H: 4.5586 1.0798 -1.5860
H: 4.7506 2.7398 -1.0056
H: 4.0043 1.9704 1.3062
H: 3.7617 0.3303 0.6315
H: -0.2293 1.0828 1.3389
H: 1.6698 4.0288 1.7115
H: 0.6626 4.4472 0.3045
H: 2.1981 6.1507 0.3537
H: 2.8477 5.1596 -0.9123
H: 4.5983 4.3018 0.6764
H: 3.8571 5.2249 1.9832
H: 5.0379 6.4540 -0.5732
H: 5.8390 6.3677 0.9892
H: 4.3839 7.3367 0.7895
S: -3.7394 -0.5347 -0.1579
P: -3.1980 -2.2460 -1.0805
S: -1.3362 -2.6792 -0.3898
C: -3.1842 -2.0677 -2.9072
C: -2.1484 -2.6359 -3.6378
C: -2.2036 -2.6071 -5.0206
C: -3.2988 -2.0442 -5.6558
C: -4.3315 -1.4809 -4.9214
C: -4.2854 -1.4979 -3.5367
C: -4.3598 -3.6461 -0.8714
C: -5.7154 -3.4009 -0.6889
C: -6.5809 -4.4813 -0.6057
C: -6.0931 -5.7732 -0.7469
C: -4.7385 -6.0099 -0.9300
C: -3.8641 -4.9393 -1.0249
H: -1.3214 -3.1194 -3.1381
H: -1.4009 -3.0494 -5.5914
H: -3.3633 -2.0721 -6.7329
H: -5.1862 -1.0538 -5.4238
H: -5.1034 -1.0880 -2.9623
H: -6.0941 -2.3941 -0.5858
H: -7.6350 -4.3080 -0.4374
H: -6.7851 -6.6070 -0.7455
H: -4.3618 -7.0186 -1.0253
H: -2.8138 -5.1173 -1.2085
N: 3.1967 -1.1565 4.5234
C: 2.2693 -1.7210 3.7582
C: 1.4247 -1.0085 2.8576
N: 0.4689 -1.6242 2.1531
C: 0.3645 -2.9593 2.2947
C: 1.2564 -3.6671 3.1102
N: 2.1664 -3.0567 3.8160
H: 3.3058 -0.1607 4.6264
H: 3.7340 -1.7614 5.1321
H: 1.5514 0.0629 2.7198
H: -0.4102 -3.4823 1.7475
H: 1.2358 -4.7476 3.1783

Summary:
- HOMO-LUMO gap: 2.2 eV
- Net charge: +4
- HOMO level: -17.5 eV


| no. | electronic energy (a.u.) |
| --- | --- |
| 1 | -4428.73799 |
| 2 | -4821.92287 |
| 3 | -4954.50820 |